227
Properties=species:S:1:pos:R:3:forces:R:3 method="wB97M-V/def2-TZVPD" total_energy_ha=-3732.13759 de_lowest_ev=0.189 smiles=CC1(C)CCCC(C)(C)N1O.CC1(C)CCCC(C)(C)N1O.CC1(C)CCCC(C)(C)N1O.CC1(C)CCCC(C)(C)N1O.CC1(C)CCCC(C)(C)N1O.COC[C@H](C)N.COC[C@H](C)N.COC[C@H](C)N.COC[C@H](C)N.CCO charge=0 orbital_gap_ev=8.255 multiplicity=1
H 8.701720 -12.158230 -26.813020 -0.36 -0.27 0.47
H 13.827440 -8.495080 -18.820330 -0.37 -0.84 -0.22
H 6.248110 -8.301820 -17.004800 0.86 -0.15 0.30
C 14.821920 -0.108430 -25.552550 0.36 0.62 0.16
C 14.493000 -8.990990 -18.113780 1.40 0.48 0.15
H 11.966730 -4.132170 -23.636110 0.29 -0.09 0.42
H 18.764330 -0.208000 -26.975480 0.29 0.36 0.63
C 14.981340 -10.454340 -18.340720 -0.97 0.02 0.84
H 12.102920 -4.028160 -25.307030 -0.32 -0.48 -0.54
H 10.090790 0.528180 -26.621380 0.21 0.05 -0.50
H 8.991650 -0.718450 -24.780160 0.72 -0.28 -0.17
H 7.713490 -12.564450 -20.192720 0.18 -0.09 0.20
H 8.534850 -7.256480 -20.521170 -0.20 0.31 -0.26
N 17.427700 -0.348940 -24.345780 -3.03 0.49 -0.47
H 16.214020 -5.455680 -21.952390 0.92 0.58 -0.25
H 19.060960 -7.379480 -17.425570 -0.42 0.10 -0.47
H 14.417410 -2.955930 -30.261830 -0.37 -0.29 -0.05
H 19.710770 -5.341510 -18.553010 -0.11 0.33 -0.07
H 15.491350 1.758560 -26.304380 0.79 -0.03 -0.46
C 8.433050 -0.368190 -25.648140 -1.47 -1.25 0.92
H 14.563750 -5.446900 -29.818180 -0.65 -0.32 0.62
O 18.722310 -0.632800 -23.963120 0.69 -0.13 0.04
H 17.770620 -2.601000 -25.683550 0.19 0.12 0.15
H 9.962580 -11.036440 -26.635380 0.69 0.05 -0.14
H 20.967590 -8.938850 -20.433630 -0.27 -0.17 0.04
N 18.513320 -7.304980 -20.230500 0.75 1.34 1.40
C 7.818280 -8.640850 -27.558970 -0.46 0.86 0.11
H 16.646400 -1.306000 -22.065230 -0.06 0.43 0.00
H 12.786700 -7.979820 -20.839360 -0.51 0.19 0.17
C 20.202350 -4.938590 -20.615630 -0.57 0.00 0.44
C 7.331650 -1.496440 -25.815920 0.76 -0.22 -0.27
H 14.118490 -8.881870 -17.095970 -0.31 -0.23 -0.05
H 14.314770 -13.319470 -18.857860 -0.04 0.29 -0.08
C 15.147270 -13.087670 -16.879780 1.39 0.51 -0.03
H 10.558550 -8.935200 -29.222070 -0.04 -0.33 -0.16
H 10.115340 -8.099810 -22.235340 -0.23 -0.12 -0.33
H 11.829790 -0.801270 -26.996730 -0.17 0.33 -0.94
H 17.848280 -11.867300 -18.644220 -0.02 -0.20 -0.06
H 12.300740 -13.946560 -28.513190 -0.79 0.01 -0.08
C 7.099790 -11.817450 -19.689260 -0.38 0.50 -0.88
C 12.140700 -12.806490 -22.122820 0.79 1.03 -0.20
H 7.040570 -1.913920 -24.852030 -0.13 0.38 0.19
H 14.702140 -0.707040 -23.452680 -0.10 0.41 -0.05
H 14.702840 -4.803440 -25.536590 -0.50 0.23 -0.11
H 9.193360 -13.683740 -22.916780 -0.14 -0.34 -0.24
O 16.955380 -9.855470 -17.236960 2.74 1.35 -0.42
H 11.441380 -13.199880 -24.899170 0.21 -0.10 -0.09
H 19.128680 1.611720 -25.201960 0.07 0.25 -0.17
H 8.577750 0.181860 -27.605950 0.60 0.17 -0.62
H 12.663830 -13.734610 -22.353120 -0.14 -0.05 -0.37
H 11.836900 -12.881870 -21.078730 0.20 0.13 0.05
H 15.104210 -12.081690 -28.290830 0.51 -0.46 -0.25
H 13.665350 -8.965040 -21.844300 -0.09 -0.13 -0.91
H 17.857200 2.156150 -24.144410 -0.03 0.06 0.18
H 15.347260 -8.314010 -18.120630 0.31 -0.04 -0.09
H 7.596980 -10.140040 -25.163220 -0.29 0.03 -0.32
H 16.260250 -14.651520 -29.045410 0.10 0.05 -0.14
C 16.532350 -1.525600 -24.222830 -1.81 -0.48 -0.11
C 17.718470 0.081980 -26.874600 -0.39 -1.04 0.58
H 15.132830 -15.981620 -29.270750 -0.20 0.03 0.33
H 9.124570 -8.240680 -29.927390 -0.32 0.38 0.11
H 10.479030 -11.649170 -22.394550 -0.87 -0.21 -0.30
H 6.914030 -6.639400 -17.342400 0.51 -0.25 0.44
H 16.603890 -10.619230 -19.920680 -0.07 0.09 0.42
C 19.842770 -7.235550 -19.555190 1.03 0.05 0.10
H 8.470920 -9.227950 -21.589580 0.39 -0.19 0.01
H 14.929840 -0.677940 -26.475640 0.07 0.23 -0.33
H 14.157220 -12.467140 -29.759750 -0.37 0.67 -0.17
H 13.233930 -13.295090 -17.442610 -0.45 -0.43 -0.70
H 11.108820 -9.236240 -24.157860 -0.28 -0.03 0.82
H 12.019190 -10.259510 -27.829940 -0.38 -0.54 -0.01
C 16.695700 -6.247670 -21.378960 -1.74 -0.97 0.19
H 10.946230 -5.208610 -24.453630 0.12 -0.03 -0.77
H 10.581890 -14.538020 -23.169310 0.02 0.05 -0.11
H 13.643570 -9.931800 -27.731210 0.87 -0.30 -0.13
C 16.378290 -12.140710 -17.040520 0.50 -0.67 -0.18
H 18.342950 -6.445050 -23.557290 -0.52 -0.05 0.04
C 14.222330 -12.591450 -28.678820 -0.09 -0.66 0.43
C 9.470780 -8.925260 -29.153070 0.72 0.46 0.26
H 16.078740 -2.677780 -26.026440 -0.12 0.04 -0.06
O 9.808080 -1.480220 -27.278510 0.55 1.43 -0.68
C 9.682610 -12.050490 -26.350050 -0.62 0.11 -0.39
H 10.742440 -9.441790 -18.472030 -0.15 0.05 0.65
H 17.986030 -13.390860 -17.726210 0.23 0.06 -0.03
H 18.701420 -4.373710 -21.935440 -0.39 -0.28 -0.45
H 7.435070 -6.102230 -19.656880 0.60 0.19 0.05
H 17.266890 -13.132780 -15.247030 0.07 -0.35 -0.61
H 13.821510 0.324330 -25.550870 -0.26 -0.34 0.09
C 18.065820 1.851290 -25.169910 0.98 0.44 1.13
H 7.475250 -9.666230 -27.696890 0.22 -0.50 0.07
H 8.937900 -9.057890 -24.968980 0.16 -0.03 0.27
H 10.963930 -7.495660 -25.691620 -0.08 0.43 0.61
H 16.772050 -3.669780 -24.765750 -0.17 0.12 0.29
O 5.684870 -9.223460 -19.953760 -0.45 -0.12 -0.06
H 5.532680 -7.233120 -18.027900 -0.04 -0.11 -1.17
H 5.593840 -8.975570 -26.256970 -0.51 -0.20 0.00
C 21.044830 -7.856110 -20.334510 -0.35 -1.14 -0.33
H 19.490140 -8.929590 -18.248820 -0.36 -0.04 0.19
H 21.351590 -5.743560 -19.048600 -0.05 -0.46 0.40
C 15.049920 -1.077440 -24.417020 0.22 0.09 0.27
N 13.062740 -6.584560 -23.127000 0.33 -1.86 -2.67
H 14.461560 -1.971350 -24.624040 0.03 -0.22 0.19
C 16.562340 -2.115010 -22.790870 2.17 0.99 0.62
H 17.530670 -2.610510 -22.720810 -0.02 -0.38 0.27
H 15.451500 -14.130390 -16.970750 0.51 -0.03 -0.14
C 15.239900 -14.898990 -29.338220 0.54 0.44 -0.14
C 14.220110 -14.151820 -28.510030 0.23 0.96 0.67
H 14.356950 -14.332200 -27.443810 0.42 -0.08 0.26
H 12.783760 -15.450690 -28.291830 -0.43 -0.43 -0.22
H 15.067370 -10.037740 -20.460770 -0.08 -0.01 -0.09
H 16.267290 -5.055700 -30.791380 -0.08 0.07 0.13
N 10.164600 -13.775350 -22.655220 -2.01 0.23 0.62
H 20.547490 -3.926240 -20.405560 -0.31 0.21 0.10
C 10.662290 -7.233530 -22.607490 0.22 -0.13 1.28
H 10.097790 -6.746690 -23.402740 0.33 -0.35 -0.30
H 14.963800 -2.704000 -28.642790 -0.08 0.24 0.14
H 7.474390 0.953590 -24.351850 -0.05 -0.29 0.02
C 18.184360 -6.408650 -21.349730 1.09 0.17 -0.29
H 7.425610 -8.763090 -24.081480 0.13 0.05 0.08
H 6.428490 -1.311930 -26.397600 0.03 0.88 0.13
C 10.858110 -12.539140 -22.896900 1.76 -1.07 -1.14
H 15.368980 -5.128120 -28.250120 -0.38 0.25 0.19
H 6.130210 -11.869360 -20.184560 -0.31 -0.14 0.41
N 12.914860 -14.651500 -28.895320 -0.43 0.36 0.29
H 12.928210 -10.410850 -29.306550 0.26 -0.12 -0.16
H 10.302270 -12.842570 -26.770460 0.37 0.25 -0.28
C 13.077180 -6.835530 -25.556990 -1.78 0.14 -0.74
H 10.625820 -6.544870 -21.763380 0.27 0.27 0.08
H 16.213740 -7.137830 -21.783230 0.05 -0.38 0.11
C 7.566270 -7.113410 -20.042110 -0.35 -0.10 0.99
H 14.040200 -7.263570 -25.835300 0.19 -0.41 0.89
H 14.556760 -4.353250 -23.830440 0.27 0.09 0.00
C 16.794270 -2.672100 -25.204190 0.75 -0.28 -0.86
H 10.190490 -8.741060 -19.867630 -0.56 -0.13 -0.55
C 13.729250 -11.344940 -17.985440 0.74 0.05 -1.42
H 8.650290 -8.717300 -17.205460 0.17 -0.31 0.06
H 8.541020 1.632330 -25.357210 0.06 0.22 0.03
H 17.221360 -0.882070 -26.982270 -0.33 0.16 -0.61
H 22.022100 -7.695740 -19.879180 -0.19 0.25 0.40
O 17.965990 -8.626110 -20.300510 0.79 0.80 -0.52
H 7.081250 -11.983400 -18.612130 -0.38 -0.24 -0.15
N 6.890470 -9.414460 -19.277010 1.53 -0.14 1.30
H 9.135400 -11.231100 -18.367990 -0.53 0.30 0.28
H 20.688320 -7.889550 -17.625840 0.31 0.23 -0.26
H 11.579780 -2.524360 -27.507000 -0.14 0.25 -0.27
C 7.850110 -9.088070 -25.031370 0.88 0.51 -0.15
C 7.708310 -10.431990 -19.927300 1.39 -0.82 -0.37
H 5.686490 -7.787210 -25.176070 -0.28 0.09 0.13
H 15.232030 -5.928730 -24.372680 0.07 -0.05 0.39
H 12.858090 -6.302010 -26.481900 -0.18 0.50 -0.08
H 5.092610 -9.567550 -19.281120 -0.59 0.06 -0.30
C 14.462730 -5.174970 -24.540390 0.40 0.47 0.40
C 7.959310 -10.180110 -21.449070 -0.77 0.48 0.82
H 21.141290 -7.493780 -21.358000 -0.24 0.22 0.12
O 16.332290 -4.609890 -29.943660 1.24 0.39 -0.08
C 12.964540 -10.618190 -28.237070 -0.73 0.47 0.30
H 14.329320 -5.771570 -22.064650 0.20 -0.12 0.35
C 20.305970 -5.779250 -19.354400 0.07 0.16 -0.37
C 15.117270 -4.716830 -29.227660 -0.24 -0.59 -1.60
O 13.131420 -11.985350 -27.934580 0.30 -0.58 -0.86
O 9.633840 -12.181920 -24.953330 1.18 0.05 0.37
C 11.940260 -4.766670 -24.522010 0.95 -0.04 0.95
N 5.927650 -8.031370 -26.125980 0.39 -0.07 -0.50
C 17.292650 -12.672260 -18.163170 -0.19 -0.48 0.45
C 8.820620 -8.355250 -18.219370 1.27 0.32 0.37
H 17.141200 -9.769280 -16.299070 0.17 0.47 0.10
C 12.029550 -8.652910 -24.149340 -0.50 0.52 0.41
C 14.097630 -12.823800 -17.911670 -1.51 0.13 1.16
C 9.801640 -9.260410 -18.991750 -0.83 0.20 0.66
H 7.739740 -2.363330 -26.335600 0.52 0.07 0.01
H 15.276410 -11.739250 -20.129610 -0.03 -0.07 0.17
H 16.692740 -13.261820 -18.856430 0.13 0.35 -0.44
C 7.462560 -8.106840 -18.836230 -0.94 -0.48 -1.76
H 11.952150 -9.371590 -21.529980 0.04 -0.15 -0.02
H 20.806860 -5.220260 -21.477790 0.29 -0.61 0.28
H 12.826120 -11.970530 -22.262370 0.35 0.02 0.24
H 17.527090 0.733730 -27.727060 -0.40 0.13 0.22
C 11.173240 -1.670750 -26.964610 -0.08 -0.40 1.34
C 10.997000 -12.309360 -24.454660 -1.24 0.05 1.74
C 17.263540 0.627620 -25.477450 0.31 -0.03 -0.94
H 7.002690 -10.015980 -21.945080 -0.09 -0.39 -0.12
H 7.766790 -7.132130 -26.050120 0.37 -0.06 0.30
C 11.948530 -7.880530 -25.426050 1.60 0.18 -1.55
O 9.198810 -8.483460 -27.830130 -0.15 -0.75 0.08
H 11.613800 -11.438620 -24.677080 -0.11 0.18 -0.24
H 8.507630 -11.009720 -21.895380 -0.10 0.14 -0.07
C 14.387980 -3.391040 -29.262870 0.65 0.18 0.94
C 17.114260 -12.158780 -15.711940 -0.07 0.34 0.96
C 15.531320 -10.742210 -19.770420 -0.66 0.52 -0.11
N 7.838310 0.909710 -25.292980 -0.20 0.58 -0.55
H 18.637550 -0.333560 -23.054900 0.88 -0.06 0.26
H 16.466390 -11.671240 -14.983470 -0.01 0.38 0.12
H 19.804170 -6.823940 -22.800770 0.15 0.13 0.40
C 12.114470 -7.698220 -22.886320 -0.05 -0.37 -1.09
H 15.073980 -14.672000 -30.391330 0.15 0.17 -0.07
C 19.725320 -7.871250 -18.136130 0.64 -0.54 -0.66
H 18.079550 -11.652510 -15.711190 0.06 0.01 -0.18
H 13.387900 -3.465710 -28.835820 -0.09 0.05 -0.25
C 9.309100 -0.184120 -26.885330 -1.15 -1.50 1.01
C 12.655030 -8.567490 -21.747880 -0.14 0.67 1.00
C 6.534090 -7.571160 -17.761400 -1.01 0.77 0.43
H 6.720600 -7.194990 -20.724960 0.20 -0.52 -0.15
H 9.031470 -9.893640 -29.392570 0.12 -0.28 0.28
H 11.250400 -1.915050 -25.905150 -0.03 -0.41 0.36
H 12.137400 -8.516050 -26.291230 -0.13 -0.59 0.05
H 17.745140 -8.739160 -19.373120 -0.51 -0.39 0.24
H 9.319400 -7.391870 -18.113460 -0.18 0.30 0.20
H 15.583070 1.686900 -24.615620 0.13 -0.23 0.40
H 7.327910 -8.067020 -28.345330 -0.64 0.27 0.21
C 18.729780 -6.961410 -22.678740 0.56 0.19 -0.40
H 15.817990 -2.753990 -22.315750 -0.48 -0.21 -1.15
O 13.375420 -5.859890 -22.002380 -0.45 1.03 0.70
N 15.955750 -10.741980 -17.262650 -4.03 -2.18 0.37
C 18.758300 -4.990440 -21.038490 -0.21 0.41 -0.91
H 18.595880 -8.038840 -22.775250 -0.44 0.04 0.06
H 18.090190 -4.464620 -20.356400 0.08 -0.25 0.49
C 7.395200 -8.151960 -26.149900 -0.20 -0.41 -0.70
C 15.792540 1.086430 -25.500870 -0.70 -1.19 0.08
H 12.796970 -9.426950 -24.152000 0.56 0.41 0.00
H 16.341550 -6.151260 -20.352610 -0.04 0.06 0.07
C 9.098750 -10.588010 -19.247310 1.07 1.02 -1.00
H 9.776580 -11.086520 -19.940220 -0.33 -0.53 -0.37
C 13.103610 -5.821090 -24.423570 -0.72 -0.24 0.57
H 14.783910 -13.055580 -15.852630 -0.34 0.57 -0.01
H 13.185760 -11.006940 -17.103120 0.73 0.02 0.53
H 17.842000 2.728130 -25.777490 -0.02 -0.32 -0.39
H 12.952710 -11.178140 -18.731940 0.15 -0.10 -0.61